Below is C23H37ClN2Pb as an isolated structure at a distorted geometry, with properties calculated with wB97M-V/def2-TZVPD.

2S+1   1
Highest occupied orbital energy (spin up / spin down)   2.16 / 2.16 eV
Net charge   -2
Kohn-Sham gap (spin up / spin down)   1.7 / 1.7 eV

Each line ends with the natural charge from an NBO analysis.
Cartesian coordinates (Å):
H: 3.770 4.749 1.461  0.17
H: 0.502 -6.510 1.629  0.21
H: 1.283 0.450 1.646  0.19
H: 0.339 -1.087 -3.727  0.21
H: 0.183 -1.308 -1.976  0.29
H: -2.899 -5.047 1.242  0.19
H: 0.700 -4.056 -4.506  0.20
H: -2.225 -1.863 -2.216  0.27
C: 0.209 -3.781 2.005  -0.62
C: -1.540 5.751 0.537  -0.11
H: -2.390 -3.330 1.266  0.26
H: -2.095 -1.623 -3.975  0.21
C: -2.933 6.315 0.274  -0.62
H: -2.006 5.363 2.630  0.20
H: -2.737 -3.160 -3.346  0.18
H: -0.811 6.576 -1.328  0.20
H: 0.042 -3.772 3.090  0.20
H: 1.350 4.681 0.795  0.21
H: -1.050 -4.428 -4.682  0.20
H: -1.291 6.943 2.313  0.16
C: 3.873 2.659 1.899  -0.09
H: -3.688 5.747 0.826  0.20
H: -0.265 5.498 2.302  0.21
C: 1.170 2.552 1.144  -0.27
N: -0.490 -3.893 -2.065  -0.41
Cl: -0.998 1.146 -1.687  -0.72
Pb: -1.091 2.249 0.581  0.70
C: -1.252 5.882 2.027  -0.60
H: -0.065 -5.748 -3.114  0.21
C: -0.289 -5.751 -0.928  -0.12
H: 0.060 -2.773 1.607  0.27
H: 3.701 0.568 2.269  0.17
H: -3.168 6.281 -0.794  0.20
H: -0.390 -2.903 -5.298  0.22
C: -0.672 -3.538 -0.781  0.13
C: 0.404 -1.823 -2.915  -0.62
C: 3.205 3.810 1.484  -0.24
C: 5.334 2.679 2.261  -0.61
C: 1.844 3.761 1.108  -0.27
H: -2.330 -4.312 2.756  0.20
C: 1.807 1.404 1.578  -0.27
C: -2.009 -2.361 -3.166  -0.61
C: -0.522 -6.175 1.842  -0.62
H: 5.949 2.290 1.439  0.19
H: 1.241 -4.101 1.818  0.20
H: -0.604 7.645 0.078  0.14
H: -1.241 -6.876 1.396  0.20
C: -1.460 4.301 -0.006  -1.15
H: -2.991 7.364 0.603  0.14
H: 0.468 6.240 -0.147  0.20
C: -0.761 -4.758 1.363  0.13
H: 1.418 -2.239 -2.891  0.19
H: 5.518 2.047 3.136  0.19
C: 3.168 1.458 1.943  -0.25
H: -0.155 -6.761 -0.593  0.21
C: -2.188 -4.328 1.667  -0.62
N: -0.559 -4.689 -0.090  -0.41
H: 5.661 3.700 2.480  0.19
C: -0.315 -3.636 -4.483  -0.62
H: -0.662 -6.210 2.932  0.21
C: -0.244 -5.246 -2.183  -0.11
C: -0.599 -2.933 -3.173  0.13
C: -0.559 6.598 -0.261  -0.61
H: -1.653 4.311 -1.098  0.16

Cartesian forces (eV/Å) of the 2 atoms listed first:
H -0.2 -0.1 0.0
H -0.2 0.0 0.0